The following is a DFT calculation (the ωB97M-V functional and the def2-TZVPD basis) of 2 unconnected molecules or ions with the total composition C2H6O3.

Positions of all 11 atoms, in Å:
O1 -0.6164 -1.6028 -0.3424
C1 -0.9562 -0.4731 -0.7996
O2 -2.0876 0.1183 -0.3853
H1 -0.5570 0.0068 -1.7010
H2 -2.3869 -0.3982 0.3869
C2 0.8573 0.5700 0.6880
O3 2.0128 0.5254 -0.1247
H3 0.2680 -0.5068 0.6290
H4 1.1296 0.6489 1.7495
H5 0.2851 1.4630 0.4375
H6 2.0513 -0.3516 -0.5377

Atoms 1-3, force components in eV/Å:
O -1.2 3.1 -2.2
C -1.6 -4.5 0.3
O 1.0 0.0 0.1

Results
E_LUMO: 0.65 eV
HOMO-LUMO gap: 10.83 eV
Energy relative to the best compared isomer or geometry (same formula, charge and spin): 243.29 kJ/mol
Structure (SMILES): O=CO.CO
HOMO energy: -10.1807 eV